## P
Density functional theory data (wB97M-V/def2-TZVPD) for C3H5NO3 in the gas phase.

Results
**HOMO**: -10.0 eV
**Kohn-Sham gap**: 10.479 eV
**SMILES string**: O=CNCC(=O)O
**Spin multiplicity**: 1

Atoms and positions in Å:
C  -0.308  1.079  1.813
N  -0.484  0.352  0.657
C  0.619  0.193  -0.256
C  0.242  -0.663  -1.462
O  -0.467  -1.748  -1.016
O  0.163  -0.306  -2.594
O  -0.633  0.717  2.912
H  0.184  2.058  1.679
H  -1.302  -0.227  0.547
H  0.881  1.171  -0.666
H  1.530  -0.262  0.153
H  -0.426  -2.365  -1.767

=====

## Q
Density functional theory data (wB97M-V/def2-TZVPD) for a molecular structure, C3H5NO3.

Results
**HOMO (alpha / beta)**: -9.0 / -10.1 eV
**Kohn-Sham gap (alpha / beta)**: 8.522 / 9.650 eV
**Spin multiplicity**: 1

Atoms and positions in Å:
C  2.891  -0.400  0.085
C  -0.309  2.280  -0.015
C  -1.801  -0.914  -0.065
N  1.809  -0.226  0.562
O  3.953  -0.363  -0.433
O  -0.750  1.460  -0.676
O  -0.645  -0.293  -0.414
H  0.234  2.169  0.849
H  -1.767  -1.787  -0.737
H  -2.632  -0.203  -0.324
H  -1.873  -1.334  0.851
H  0.890  -0.388  0.317

=====

## R
Density functional theory data (wB97M-V/def2-TZVPD) for C3H5NO3 in the gas phase.

Results
**HOMO**: -9.8 eV
**Kohn-Sham gap**: 10.363 eV
**SMILES string**: C=C(OO)C(N)=O
**Spin multiplicity**: 1

Atoms and positions in Å:
C  -0.430  1.633  0.123
C  -0.083  0.357  0.098
C  1.314  -0.140  0.016
N  1.502  -1.478  0.195
O  2.186  0.699  -0.277
O  -2.524  -0.224  -0.243
O  -1.314  -0.829  -0.163
H  -1.406  2.067  0.239
H  0.558  2.188  0.342
H  0.686  -2.069  0.393
H  2.346  -1.961  0.396
H  -2.833  -0.243  -1.120

=====

P wins, 97.1 kcal/mol ahead of the next structure.

=====

## P
Density functional theory data (wB97M-V/def2-TZVPD) for C3H5NO3 in the gas phase.

Results
**HOMO**: -9.2 eV
**Kohn-Sham gap**: 9.771 eV
**SMILES string**: O=NOC/C=C/O
**Spin multiplicity**: 1

Atoms and positions in Å:
C  -0.421  -1.257  -0.204
C  0.554  -0.243  0.408
C  1.321  0.700  -0.157
N  -2.237  0.266  0.467
O  -1.658  -0.622  -0.460
O  -3.312  0.725  0.318
O  2.144  1.617  0.429
H  -0.180  -1.646  -1.222
H  -0.572  -2.055  0.382
H  0.645  -0.366  1.487
H  1.182  0.787  -1.216
H  2.535  2.094  -0.233

=====

## Q
Density functional theory data (wB97M-V/def2-TZVPD) for C3H5NO3 in the gas phase.

Results
**HOMO**: -10.1 eV
**Kohn-Sham gap**: 10.582 eV
**SMILES string**: CC(=O)N(O)C=O
**Spin multiplicity**: 1

Atoms and positions in Å:
C  0.846  0.488  1.263
C  -0.499  0.197  0.640
C  0.534  -0.402  -1.562
H  0.612  0.754  2.310
H  1.376  1.356  0.809
H  1.464  -0.416  1.242
H  -2.337  -0.470  -0.359
H  1.459  -0.086  -1.059
N  -0.524  -0.392  -0.631
O  -1.586  0.390  1.204
O  -1.798  -0.630  -1.155
O  0.453  -0.789  -2.703

=====

Q wins, 77.4 kcal/mol ahead of the next structure.

=====

## P
Density functional theory data (wB97M-V/def2-TZVPD) for C3H5NO3 in the gas phase.

Results
**HOMO**: -9.5 eV
**Kohn-Sham gap**: 8.842 eV
**SMILES string**: CO/C(C=O)=N/O
**Spin multiplicity**: 1

Atoms and positions in Å:
C  1.186  -1.504  -0.671
C  -0.124  0.303  0.077
C  -0.248  1.807  0.040
H  0.358  -1.934  -1.213
H  1.296  -1.962  0.346
H  2.100  -1.675  -1.287
H  0.454  2.387  -0.570
H  -2.028  0.923  1.186
N  -0.883  -0.587  0.659
O  0.948  -0.118  -0.617
O  -1.076  2.458  0.707
O  -1.983  -0.098  1.343

=====

## Q
Density functional theory data (wB97M-V/def2-TZVPD) for C3H5NO3 in the gas phase.

Results
**HOMO**: -10.4 eV
**Kohn-Sham gap**: 10.888 eV
**SMILES string**: CC(=O)NC(=O)O
**Spin multiplicity**: 1

Atoms and positions in Å:
O  -0.487  0.373  2.279
C  -0.336  0.035  1.128
N  0.944  0.211  0.565
C  1.309  0.377  -0.729
O  0.313  0.254  -1.612
O  2.451  0.639  -1.024
C  -1.420  -0.617  0.319
H  1.591  0.602  1.224
H  0.686  0.414  -2.472
H  -2.342  -0.671  0.896
H  -1.608  -0.012  -0.555
H  -1.101  -1.606  -0.019

=====

Q wins, 92.3 kcal/mol ahead of the next structure.